A 8-piece molecular cluster, C42H114F2N18O12P6 overall in a non-equilibrium geometry, computed with ωB97M-V/def2-TZVPD.

Results
SMILES: CN(C)P(=O)(N(C)C)N(C)C.CN(C)P(=O)(N(C)C)N(C)C.CN(C)P(=O)(N(C)C)N(C)C.CN(C)P(=O)(N(C)C)N(C)C.CN(C)P(=O)(N(C)C)N(C)C.CN(C)P(=O)(N(C)C)N(C)C.O=C1OC[C@@H](F)O1.O=C1OC[C@@H](F)O1
total charge: 0
2S+1: 1
E_tot: -157967.6054 eV
Kohn-Sham gap: 8.229 eV
relative energy (zero: lowest compared OMol25 entry of this formula, charge and spin): 2.556 eV
HOMO: -7.9004 eV

```
194
Properties=species:S:1:pos:R:3:mulliken_charge:R:1
C 6.122 -4.480 -0.748 -0.25
C 6.674 -5.510 -1.751 0.23
O 6.339 -4.865 -2.986 -0.32
C 6.325 -3.568 -2.780 0.69
O 6.308 -2.716 -3.626 -0.54
O 6.318 -3.274 -1.473 -0.29
F 6.038 -6.687 -1.680 -0.28
H 6.587 -4.545 0.232 0.35
H 5.065 -4.713 -0.589 0.12
H 7.748 -5.608 -1.595 0.31
C -0.378 4.058 7.315 -0.50
C -1.606 4.219 6.453 0.45
O -1.129 3.674 5.205 -0.31
C -0.004 3.002 5.386 0.67
O 0.542 2.346 4.548 -0.60
O 0.513 3.211 6.608 -0.33
F -1.845 5.531 6.213 -0.30
H -0.533 3.745 8.349 0.32
H 0.007 5.064 7.510 0.26
H -2.510 3.670 6.709 0.28
O -2.632 -6.545 2.164 -0.85
P -2.936 -6.648 3.609 0.30
N -1.509 -6.350 4.468 0.37
C -0.450 -7.367 4.481 -1.29
C -0.937 -5.011 4.558 -1.46
N -3.285 -8.194 4.212 0.22
C -3.082 -8.805 5.519 -1.10
C -4.055 -9.023 3.258 -1.09
N -4.087 -5.605 4.205 0.38
C -4.755 -4.723 3.236 -0.90
C -3.993 -5.118 5.566 -0.90
H 0.267 -7.052 3.718 0.50
H -0.762 -8.316 4.030 0.41
H 0.004 -7.693 5.416 0.26
H -1.070 -4.432 5.474 0.25
H -1.189 -4.405 3.682 0.48
H 0.154 -5.022 4.467 0.47
H -2.716 -8.072 6.233 0.36
H -4.004 -9.232 5.926 0.40
H -2.424 -9.677 5.476 0.38
H -4.470 -9.865 3.810 0.40
H -4.926 -8.523 2.826 0.27
H -3.395 -9.296 2.435 0.31
H -5.522 -4.130 3.733 0.28
H -4.077 -4.032 2.731 0.29
H -5.222 -5.401 2.523 0.34
H -3.183 -4.489 5.940 0.26
H -4.234 -5.843 6.351 0.22
H -4.868 -4.484 5.765 0.40
O 3.004 7.120 -4.480 -0.89
P 2.392 5.920 -5.083 0.46
N 3.352 5.220 -6.331 0.21
C 4.713 4.836 -5.949 -0.81
C 3.358 5.806 -7.681 -1.11
N 0.883 6.111 -5.832 0.27
C 0.527 7.435 -6.346 -1.04
C -0.192 5.114 -5.689 -0.98
N 2.211 4.583 -4.032 0.79
C 2.203 3.212 -4.487 -1.02
C 1.625 4.877 -2.716 -0.89
H 4.940 4.015 -6.635 0.44
H 4.700 4.471 -4.920 -0.06
H 5.472 5.619 -6.031 0.33
H 2.317 5.919 -7.991 0.31
H 3.756 5.063 -8.372 0.38
H 3.887 6.758 -7.637 0.33
H -0.532 7.646 -6.448 0.42
H 0.894 8.171 -5.620 0.31
H 1.184 7.583 -7.207 0.25
H -0.851 5.238 -6.548 0.41
H 0.207 4.115 -5.582 0.24
H -0.779 5.418 -4.815 0.31
H 2.665 2.677 -3.641 0.06
H 1.199 2.776 -4.523 0.45
H 2.869 3.021 -5.320 0.27
H 1.997 4.148 -2.000 -0.03
H 0.551 5.072 -2.718 0.27
H 2.071 5.840 -2.449 0.38
O 7.921 4.203 -3.448 -0.98
P 7.301 4.405 -2.124 0.27
N 6.610 5.894 -1.700 0.41
C 7.657 6.922 -1.522 -1.03
C 5.385 6.357 -2.346 -0.85
N 8.526 4.075 -0.997 0.23
C 9.948 4.224 -1.351 -0.86
C 8.291 4.046 0.465 -0.75
N 6.168 3.209 -1.794 0.59
C 5.283 3.274 -0.654 -0.86
C 6.190 2.003 -2.609 -1.05
H 8.506 6.811 -2.201 0.31
H 8.021 6.773 -0.503 0.24
H 7.345 7.963 -1.582 0.43
H 4.942 6.995 -1.573 0.43
H 4.698 5.521 -2.476 -0.08
H 5.551 6.961 -3.238 0.40
H 10.039 5.223 -1.788 0.23
H 10.671 3.977 -0.583 0.36
H 10.124 3.568 -2.208 0.27
H 8.062 5.082 0.744 0.27
H 7.439 3.438 0.755 0.14
H 9.178 3.736 1.009 0.37
H 5.549 4.170 -0.088 0.50
H 4.218 3.400 -0.869 -0.27
H 5.540 2.458 0.029 0.39
H 5.249 1.460 -2.535 0.14
H 6.950 1.303 -2.237 0.34
H 6.497 2.188 -3.635 0.31
O -3.923 -3.573 -3.308 -0.90
P -4.004 -2.459 -4.271 0.33
N -2.995 -2.687 -5.610 0.23
C -2.775 -1.636 -6.610 -1.18
C -2.711 -4.050 -6.034 -1.08
N -3.604 -0.909 -3.714 0.34
C -2.266 -0.814 -3.103 -1.34
C -4.711 -0.300 -2.924 -0.95
N -5.538 -2.277 -4.941 0.36
C -6.478 -3.329 -4.550 -1.04
C -5.995 -1.269 -5.880 -1.05
H -3.200 -1.853 -7.594 0.32
H -1.708 -1.523 -6.832 0.34
H -3.107 -0.708 -6.156 0.50
H -2.210 -4.527 -5.192 0.29
H -2.019 -4.017 -6.876 0.43
H -3.613 -4.575 -6.365 0.27
H -2.112 0.148 -2.624 0.52
H -2.078 -1.711 -2.511 0.45
H -1.548 -0.852 -3.928 0.24
H -5.273 -1.080 -2.410 0.31
H -4.240 0.366 -2.202 0.42
H -5.299 0.339 -3.582 0.19
H -6.176 -4.327 -4.890 0.25
H -6.457 -3.418 -3.462 0.31
H -7.461 -3.152 -4.984 0.40
H -6.116 -1.765 -6.849 0.34
H -5.147 -0.618 -6.064 0.34
H -6.862 -0.740 -5.487 0.39
O -6.253 1.255 6.685 -0.97
P -6.076 0.448 5.467 0.21
N -4.954 -0.815 5.684 0.61
C -4.758 -1.312 7.052 -1.18
C -4.270 -1.472 4.592 -0.67
N -5.350 1.311 4.187 0.55
C -4.334 2.304 4.499 -1.23
C -6.047 1.361 2.883 -0.89
N -7.495 -0.201 4.854 0.26
C -8.695 0.644 4.968 -1.11
C -7.753 -1.633 5.093 -0.96
H -3.687 -1.418 7.240 0.40
H -5.246 -2.261 7.284 0.29
H -5.073 -0.575 7.788 0.37
H -4.905 -1.773 3.754 0.16
H -3.861 -2.427 4.926 0.13
H -3.433 -0.895 4.193 0.14
H -3.424 1.825 4.880 0.34
H -3.825 2.709 3.618 0.46
H -4.634 3.152 5.112 0.28
H -5.325 1.719 2.150 0.35
H -6.307 0.329 2.668 0.29
H -6.897 2.043 2.938 0.23
H -9.437 0.327 4.235 0.37
H -9.056 0.520 5.991 0.34
H -8.469 1.687 4.755 0.35
H -7.029 -2.214 4.529 0.16
H -8.763 -1.867 4.757 0.44
H -7.747 -1.835 6.167 0.31
O 0.035 -1.401 -0.615 -0.69
P 1.130 -1.053 0.331 -0.29
N 2.270 -2.299 0.687 0.47
C 3.702 -2.028 0.801 -1.20
C 1.844 -3.683 0.525 -1.03
N 0.631 -0.474 1.819 0.72
C 1.641 -0.210 2.846 -0.83
C -0.677 -0.927 2.268 -1.31
N 2.037 0.265 -0.298 0.56
C 2.962 -0.070 -1.372 -0.46
C 1.518 1.640 -0.272 -0.38
H 3.866 -0.971 1.007 0.39
H 4.148 -2.120 -0.196 0.42
H 4.175 -2.689 1.526 0.46
H 2.700 -4.325 0.735 0.39
H 1.475 -3.850 -0.488 0.29
H 1.083 -3.860 1.290 0.22
H 1.071 0.416 3.532 0.37
H 2.005 -1.138 3.294 0.15
H 2.442 0.405 2.441 0.20
H -0.586 -1.946 2.672 0.35
H -1.085 -0.161 2.926 0.48
H -1.292 -1.101 1.384 0.29
H 2.452 -0.859 -1.937 0.47
H 3.226 0.717 -2.081 -0.31
H 3.963 -0.404 -1.089 -0.02
H 1.194 1.857 0.746 0.27
H 0.708 1.749 -0.994 0.23
H 2.385 2.273 -0.454 -0.10
```